No. 1
{
  "formula": "C24H46Cl2HgN3O4Si",
  "method": "wB97M-V/def2-TZVPD",
  "elements": ["C", "C", "H", "H", "H", "C", "C", "H", "H", "H", "H", "Hg", "Cl", "C", "O", "N", "C", "C", "H", "H", "H", "H", "H", "H", "H", "H", "H", "C", "C", "N", "H", "C", "O", "H", "H", "H", "H", "H", "H", "C", "C", "N", "H", "C", "O", "H", "H", "H", "H", "O", "C", "C", "C", "H", "C", "H", "C", "H", "C", "C", "H", "H", "H", "Si", "Cl", "C", "C", "C", "H", "H", "H", "H", "H", "H", "H", "H", "H", "C", "H", "H", "H"],
  "positions_angstrom": [[2.170, -2.873, -2.596], [1.791, -1.559, -3.206], [2.279, -3.673, -3.332], [1.393, -3.148, -1.869], [3.110, -2.785, -2.035], [1.470, -1.354, -4.494], [1.438, -2.430, -5.529], [1.183, -0.357, -4.838], [1.157, -3.403, -5.099], [2.407, -2.551, -6.038], [0.702, -2.176, -6.303], [-0.882, -0.960, 1.548], [-2.917, -2.094, 1.561], [0.390, 3.500, -0.323], [-0.211, 2.588, 0.238], [-0.189, 4.486, -1.061], [-1.636, 4.587, -1.142], [0.585, 5.602, -1.581], [1.496, 3.594, -0.277], [-2.076, 3.680, -0.717], [-1.934, 4.706, -2.193], [-1.982, 5.477, -0.597], [1.653, 5.348, -1.560], [0.420, 6.513, -0.985], [0.288, 5.822, -2.615], [-2.522, 2.871, 5.884], [-0.931, 2.449, 7.621], [-2.435, 1.869, 5.449], [-0.869, 1.396, 7.323], [-1.191, 1.274, 5.915], [-2.426, 1.930, 4.355], [-0.511, 0.430, 5.119], [-0.880, 0.117, 3.984], [0.149, 1.021, 7.454], [0.413, 0.025, 5.567], [-3.308, 1.275, 5.769], [-1.559, 0.805, 7.944], [-1.310, -2.197, -2.142], [-1.698, -0.785, -4.544], [-2.360, -1.878, -2.127], [-2.574, -0.349, -4.045], [-2.452, -0.514, -2.604], [-2.735, -1.955, -1.102], [-2.616, 0.532, -1.740], [-2.550, 0.462, -0.518], [-2.628, 0.716, -4.295], [-2.847, 1.476, -2.286], [-2.940, -2.516, -2.805], [-3.475, -0.858, -4.424], [0.551, -0.846, -1.426], [1.580, -0.451, -2.148], [0.271, 1.489, -3.190], [1.483, 0.982, -2.733], [-0.635, 0.903, -3.011], [0.224, 2.689, -3.897], [2.525, -0.461, -1.550], [2.649, 1.732, -2.901], [-0.727, 3.048, -4.298], [1.396, 3.419, -4.113], [2.610, 2.944, -3.605], [3.587, 1.320, -2.514], [1.363, 4.363, -4.665], [3.533, 3.510, -3.760], [0.651, -4.033, 3.341], [1.002, -3.278, 1.353], [-1.163, -4.434, 3.519], [1.256, -2.735, 4.554], [1.696, -5.585, 3.557], [-1.741, -3.618, 3.970], [-1.261, -5.309, 4.177], [-1.646, -4.682, 2.565], [1.324, -6.406, 2.931], [1.683, -5.936, 4.597], [2.747, -5.388, 3.295], [1.034, -1.716, 4.219], [2.343, -2.820, 4.708], [0.776, -2.862, 5.536], [1.034, -0.117, 1.687], [0.893, 0.878, 2.130], [1.404, -0.013, 0.661], [1.710, -0.725, 2.297]],
  "mulliken_charge": [-1.46, 0.04, 0.45, 0.11, 0.30, 0.30, -1.60, 0.42, 0.39, 0.28, 0.37, 1.60, -0.67, 0.01, -0.56, 0.43, -0.92, -0.98, 0.26, 0.18, 0.29, 0.31, 0.29, 0.32, 0.31, 0.35, 0.28, -0.93, -0.86, 0.18, 0.25, 0.22, -0.68, 0.29, 0.14, 0.30, 0.30, 0.09, 0.23, -0.87, -0.85, 0.36, 0.22, 0.03, -0.46, 0.29, 0.25, 0.38, 0.33, -0.66, 0.00, 1.31, -0.08, -0.44, -0.59, 0.21, -0.55, 0.33, -0.61, -0.77, 0.37, 0.44, 0.32, 0.22, -0.14, -0.92, -0.35, -1.02, 0.28, 0.34, 0.30, 0.26, 0.33, 0.26, -0.38, 0.36, 0.33, -1.31, 0.26, 0.00, 0.60],
  "charge": -1,
  "gap_ev": 5.445,
  "relative_energy_kj_mol": 156.8
}

No. 2
{
  "formula": "C17H28N2O3S",
  "method": "wB97M-V/def2-TZVPD",
  "elements": ["C", "O", "C", "C", "C", "C", "C", "C", "C", "S", "O", "O", "N", "C", "C", "C", "C", "C", "N", "C", "C", "C", "C", "H", "H", "H", "H", "H", "H", "H", "H", "H", "H", "H", "H", "H", "H", "H", "H", "H", "H", "H", "H", "H", "H", "H", "H", "H", "H", "H", "H"],
  "positions_angstrom": [[-2.442, -2.469, 2.098], [-2.162, -1.090, 1.904], [-2.721, -0.475, 0.824], [-3.521, 0.640, 1.078], [-4.096, 1.379, 0.057], [-4.966, 2.560, 0.360], [-3.870, 0.988, -1.259], [-3.061, -0.098, -1.528], [-2.480, -0.824, -0.503], [-1.360, -2.124, -1.020], [-0.910, -1.804, -2.346], [-1.975, -3.410, -0.823], [-0.099, -2.030, 0.067], [1.002, -1.153, -0.303], [0.513, 0.289, -0.234], [1.633, 1.303, -0.503], [1.160, 2.687, -0.034], [1.928, 1.387, -2.012], [2.785, 0.976, 0.321], [3.313, -0.375, 0.403], [4.259, -0.386, 1.614], [4.118, -0.824, -0.831], [2.153, -1.343, 0.678], [-3.450, -2.585, 2.512], [-1.711, -2.820, 2.824], [-2.362, -3.047, 1.179], [-3.678, 0.916, 2.110], [-6.014, 2.288, 0.238], [-4.753, 3.378, -0.323], [-4.818, 2.902, 1.381], [-4.317, 1.543, -2.070], [-2.837, -0.396, -2.540], [0.197, -2.959, 0.327], [1.316, -1.390, -1.328], [-0.285, 0.436, -0.961], [0.106, 0.455, 0.765], [1.046, 2.690, 1.046], [0.206, 2.937, -0.490], [1.887, 3.449, -0.306], [2.037, 0.406, -2.460], [1.109, 1.893, -2.518], [2.842, 1.954, -2.187], [3.537, 1.632, 0.143], [4.588, -1.398, 1.834], [3.748, 0.017, 2.483], [5.135, 0.228, 1.415], [3.480, -1.003, -1.690], [4.654, -1.745, -0.609], [4.848, -0.062, -1.098], [2.522, -2.370, 0.633], [1.768, -1.156, 1.681]],
  "mulliken_charge": [-0.64, -0.43, 0.15, -0.57, 1.00, -1.53, -0.91, -0.56, 0.16, 1.36, -0.70, -0.86, -0.02, 0.33, -1.10, 1.81, -2.01, -1.92, -0.32, 1.70, -1.99, -1.77, -1.64, 0.32, 0.25, 0.27, 0.40, 0.32, 0.38, 0.36, 0.42, 0.56, 0.38, 0.04, 0.38, 0.12, 0.45, 0.35, 0.48, 0.32, 0.48, 0.42, 0.46, 0.39, 0.44, 0.45, 0.32, 0.46, 0.38, 0.54, 0.32],
  "gap_ev": 9.339,
  "relative_energy_kj_mol": 18.0
}

No. 3
{
  "formula": "C4H2Cl2N2O",
  "method": "wB97M-V/def2-TZVPD",
  "elements": ["C", "C", "C", "C", "N", "N", "O", "Cl", "Cl", "H", "H"],
  "positions_angstrom": [[0.406, 1.083, -0.168], [1.717, -0.934, 0.005], [-1.041, 0.773, -0.112], [0.774, -1.773, 0.433], [1.503, 0.390, -0.272], [-1.920, 1.228, 0.666], [-0.020, -2.333, 1.048], [-1.348, -0.446, -1.332], [-3.571, 0.929, 0.262], [0.729, 2.188, -0.208], [2.771, -1.105, -0.322]],
  "mulliken_charge": [-0.02, -0.04, 0.44, 0.40, -0.52, -0.38, -0.26, -0.19, -0.09, 0.32, 0.36],
  "gap_ev": [6.180, 6.978],
  "multiplicity": 3
}